(1)
Below is the molecule C21H33N3O2, with properties calculated with ωB97M-V/def2-TZVPD.

Output
Relative energy (zero: lowest compared OMol25 entry of this formula, charge and spin), kcal per mole: 2.7
SMILES: CCCCNC(=O)N1CCC(CCC(=O)N(C)Cc2ccccc2)CC1
Gap between HOMO and LUMO, eV: 9.68

Geometry (Å):
C1 8.13 0.68 0.36
C2 6.62 0.85 0.48
C3 6.10 1.96 -0.43
C4 4.60 2.18 -0.27
N1 3.82 1.02 -0.65
C5 3.31 0.20 0.32
O1 3.30 0.51 1.50
N2 2.83 -1.02 -0.10
C6 2.38 -1.32 -1.44
H1 2.95 -0.77 -2.19
C7 0.89 -1.01 -1.59
H2 0.57 -1.25 -2.61
H3 0.73 0.05 -1.42
C8 0.07 -1.82 -0.58
C9 -1.41 -1.48 -0.70
C10 -2.32 -2.44 0.08
C11 -3.77 -2.07 -0.16
O2 -4.39 -2.52 -1.10
N3 -4.32 -1.18 0.70
C12 -3.66 -0.61 1.86
H4 -3.64 -1.32 2.69
H5 -2.64 -0.31 1.63
H6 -4.21 0.27 2.17
C13 -5.71 -0.79 0.51
C14 -5.82 0.67 0.15
C15 -6.59 1.55 0.89
C16 -6.67 2.89 0.55
C17 -5.95 3.37 -0.53
C18 -5.17 2.50 -1.28
C19 -5.10 1.16 -0.94
H7 -4.50 0.48 -1.52
H8 -4.61 2.87 -2.13
H9 -6.00 4.41 -0.80
H10 -7.28 3.56 1.13
H11 -7.15 1.18 1.74
H12 -6.09 -1.40 -0.31
H13 -6.28 -1.00 1.42
H14 -2.07 -2.45 1.14
H15 -2.18 -3.45 -0.32
H16 -1.57 -0.46 -0.36
H17 -1.70 -1.53 -1.75
C20 0.62 -1.55 0.83
H18 0.12 -2.17 1.56
C21 2.12 -1.82 0.88
H19 2.52 -1.55 1.86
H20 2.33 -2.87 0.68
H21 0.45 -0.50 1.09
H22 0.21 -2.89 -0.80
H23 2.55 -2.39 -1.62
H24 4.04 0.64 -1.55
H25 4.35 2.40 0.77
H26 4.28 3.03 -0.90
H27 6.61 2.90 -0.19
H28 6.33 1.72 -1.47
H29 6.36 1.09 1.52
H30 6.12 -0.09 0.23
H31 8.48 -0.12 1.01
H32 8.64 1.60 0.63
H33 8.40 0.43 -0.67


(2)
Below is a structure of composition C21H33N6OSW, with properties calculated with ωB97M-V/def2-TZVPD.

Output
Relative energy (zero: lowest compared OMol25 entry of this formula, charge and spin), kcal per mole: 0.0
Net charge: +3
Gap between HOMO and LUMO, eV: 5.80

Geometry (Å):
W1 -0.55 0.06 1.74
C1 0.76 -2.88 2.20
C2 0.81 -2.61 0.72
N1 0.96 -1.13 0.54
C3 2.38 -0.71 0.71
C4 2.44 0.72 1.13
C5 3.57 1.50 1.00
C6 3.52 2.82 1.42
C7 2.34 3.34 1.92
C8 1.24 2.52 2.01
C9 -0.12 2.96 2.44
N2 -1.04 1.90 2.08
C10 -0.60 -0.02 3.90
C11 -0.15 -1.45 4.13
N3 -0.28 -1.97 2.73
N4 1.30 1.21 1.65
H1 1.71 -2.64 2.69
H2 0.54 -3.93 2.42
H3 -0.11 -2.92 0.23
H4 1.64 -3.13 0.22
H5 0.69 -0.92 -0.43
H6 2.93 -0.89 -0.21
H7 2.84 -1.34 1.48
H8 4.47 1.08 0.57
H9 4.40 3.45 1.34
H10 2.26 4.38 2.22
H11 -0.39 3.89 1.95
H12 -0.13 3.14 3.52
H13 -1.99 2.09 2.41
H14 -1.61 0.19 4.24
H15 0.06 0.73 4.34
H16 -0.75 -2.03 4.83
H17 0.89 -1.53 4.43
H18 -1.19 -2.42 2.62
N5 -0.22 -0.88 -2.39
C12 -0.14 0.47 -2.29
S1 -0.66 1.28 -0.86
N6 0.40 1.15 -3.28
C13 0.75 0.60 -4.57
C14 -0.27 0.23 -5.44
C15 0.07 -0.29 -6.69
C16 1.41 -0.41 -7.04
C17 2.41 -0.03 -6.17
C18 2.09 0.48 -4.92
H19 -1.04 -1.29 -1.98
H20 0.03 -1.28 -3.30
H21 0.54 2.15 -3.13
H22 -1.30 0.38 -5.17
H23 -0.70 -0.57 -7.38
H24 1.67 -0.81 -8.02
H25 3.45 -0.12 -6.45
H26 2.86 0.80 -4.23
C19 -4.24 0.79 1.40
C20 -3.62 -0.49 0.89
C21 -4.20 -1.76 1.45
O1 -2.17 -0.46 1.30
H27 -5.30 0.79 1.12
H28 -3.79 1.67 0.94
H29 -4.19 0.85 2.49
H30 -3.56 -0.49 -0.20
H31 -4.19 -1.76 2.54
H32 -3.69 -2.64 1.07
H33 -5.25 -1.83 1.13


(3)
Below is a structure of composition C21H34As3F3N2O2Pd, with properties calculated with ωB97M-V/def2-TZVPD.

Output
2S+1: 5
Relative energy (zero: lowest compared OMol25 entry of this formula, charge and spin), kcal per mole: 15.3
Net charge: +2
Gap between HOMO and LUMO (spin up / spin down), eV: 7.37 / 5.08
Expectation value of S²: 6.043

Geometry (Å):
Pd1 1.11 0.95 -1.25
N1 3.29 1.79 -1.57
N2 3.04 3.17 -1.76
C1 1.85 3.53 -2.45
O1 1.78 4.64 -2.91
O2 0.92 2.62 -2.47
H1 3.87 1.67 -0.74
H2 3.78 1.38 -2.36
H3 3.83 3.71 -2.07
C2 -2.29 2.21 -0.70
As1 -1.35 0.79 -1.62
C3 -1.96 1.05 -3.45
C4 -2.31 -0.79 -0.96
C5 -1.67 -2.17 -1.23
C6 -1.34 -2.33 -2.72
C7 -0.42 -2.42 -0.36
As2 1.30 -1.54 -0.78
C8 2.28 -2.10 0.80
C9 2.07 -2.73 -2.11
C10 -2.78 -3.17 -0.82
As3 -2.45 -5.09 -0.85
C11 -1.62 -5.86 -2.41
C12 -1.69 -5.79 0.77
H4 -3.35 2.20 -0.94
H5 -1.84 3.15 -1.01
H6 -2.16 2.08 0.38
H7 -3.03 0.84 -3.53
H8 -1.40 0.42 -4.14
H9 -1.77 2.09 -3.70
H10 -3.31 -0.76 -1.40
H11 -2.42 -0.65 0.12
H12 -0.63 -1.58 -3.05
H13 -2.24 -2.22 -3.33
H14 -0.90 -3.31 -2.94
H15 -0.16 -3.49 -0.37
H16 -0.64 -2.16 0.68
H17 2.17 -3.17 0.96
H18 1.90 -1.56 1.67
H19 3.33 -1.86 0.67
H20 1.95 -3.78 -1.81
H21 3.13 -2.51 -2.19
H22 1.61 -2.57 -3.09
H23 -3.66 -3.03 -1.46
H24 -3.10 -2.99 0.21
H25 -2.12 -5.49 -3.30
H26 -1.73 -6.94 -2.33
H27 -0.56 -5.60 -2.43
H28 -2.12 -5.26 1.62
H29 -0.60 -5.65 0.76
H30 -1.92 -6.85 0.83
F1 2.04 5.26 7.05
C13 1.11 5.69 6.19
F2 1.45 6.92 5.80
F3 -0.05 5.77 6.84
C14 1.03 4.77 4.99
C15 -0.21 4.31 4.54
C16 -0.25 3.49 3.44
C17 0.95 3.12 2.78
C18 2.19 3.61 3.26
C19 2.22 4.43 4.35
C20 0.92 2.29 1.67
C21 1.00 1.58 0.65
H31 -1.11 4.60 5.05
H32 -1.20 3.11 3.07
H33 3.10 3.34 2.74
H34 3.16 4.81 4.73


(4)
Below is a structure of composition C21H34BrN6OPtSSe at a distorted geometry, with properties calculated with ωB97M-V/def2-TZVPD.

Output
Relative energy (zero: lowest compared OMol25 entry of this formula, charge and spin), kcal per mole: 25.3
Net charge: +3
Gap between HOMO and LUMO (spin up / spin down), eV: 6.78 / 6.77

Geometry (Å):
Pt1 -0.60 0.34 -0.18
N1 -3.06 -3.33 4.41
C1 -2.65 -2.45 3.24
C2 -2.61 -1.00 3.73
C3 -2.39 0.00 2.58
N2 -1.02 -0.03 2.03
C4 -3.46 -0.24 1.50
C5 -3.46 -1.67 0.95
N3 -2.26 -1.92 0.11
C6 -3.63 -2.67 2.10
H1 -2.42 -3.25 5.20
H2 -3.11 -4.32 4.14
H3 -3.99 -3.06 4.74
H4 -1.65 -2.80 2.97
H5 -1.83 -0.88 4.48
H6 -3.57 -0.75 4.19
H7 -2.54 1.00 3.00
H8 -0.62 -0.96 2.01
H9 -0.39 0.55 2.57
H10 -3.28 0.45 0.68
H11 -4.44 0.00 1.92
H12 -4.34 -1.76 0.32
H13 -2.53 -2.22 -0.82
H14 -1.66 -2.65 0.48
H15 -3.54 -3.69 1.71
H16 -4.65 -2.55 2.47
Br1 0.05 3.07 1.18
C7 -1.52 3.30 0.15
C8 -2.16 4.52 0.10
C9 -3.27 4.63 -0.73
C10 -3.70 3.52 -1.44
C11 -3.01 2.33 -1.30
N4 -1.93 2.21 -0.51
H17 -1.80 5.36 0.67
H18 -3.80 5.57 -0.80
H19 -4.54 3.57 -2.11
H20 -3.32 1.43 -1.82
C12 1.76 2.49 -2.27
N5 2.23 1.22 -2.79
C13 1.53 0.09 -2.90
Se1 -0.29 -0.21 -2.53
N6 2.34 -0.86 -3.40
C14 3.61 -0.35 -3.58
C15 4.80 -0.93 -4.02
C16 5.91 -0.11 -4.04
C17 5.84 1.24 -3.66
C18 4.66 1.82 -3.23
C19 3.55 0.99 -3.19
H21 0.71 2.39 -1.98
H22 1.84 3.27 -3.03
H23 2.35 2.78 -1.40
H24 2.03 -1.78 -3.67
H25 4.84 -1.96 -4.33
H26 6.86 -0.51 -4.37
H27 6.73 1.85 -3.72
H28 4.61 2.86 -2.97
C20 3.91 -0.35 1.34
S1 2.72 -0.80 0.06
C21 3.03 -2.58 0.08
O1 1.35 -0.63 0.69
H29 3.63 -0.82 2.29
H30 3.92 0.73 1.44
H31 4.89 -0.70 1.01
H32 4.02 -2.75 -0.35
H33 2.27 -3.06 -0.53
H34 3.00 -2.94 1.11